Entry from the OMol25 dataset: a cluster of 10 separate species, C48H93F2N3O14 in total at a distorted geometry (ωB97M-V/def2-TZVPD).

* E_LUMO: 0.3 eV
* calculated total energy: -3301.8937 a.u.
* HOMO: -8.01 eV
* structure (SMILES): CC1(C)CCCC(C)(C)N1O.CC1(C)CCCC(C)(C)N1O.CC1(C)CCCC(C)(C)N1O.O=C1OC[C@@H](F)O1.O=C1OC[C@@H](F)O1.CC(C)=O.CC(C)=O.CC(C)=O.CC(C)=O.CC(C)=O
* charge: 0

Positions of all 160 atoms, in Å:
C: 26.130 0.501 6.384
C: 27.150 0.071 5.340
C: 28.144 -0.879 6.052
C: 27.729 -2.328 6.200
C: 27.188 -2.949 4.922
C: 26.128 -2.062 4.217
N: 26.455 -0.639 4.203
O: 25.483 0.194 3.633
C: 25.968 -2.602 2.773
C: 24.819 -2.395 4.917
C: 27.987 1.298 4.763
H: 26.571 1.011 7.241
H: 25.452 -0.261 6.766
H: 25.483 1.303 6.029
H: 29.087 -0.819 5.508
H: 28.398 -0.494 7.039
H: 27.028 -2.365 7.034
H: 28.584 -2.915 6.536
H: 26.780 -3.904 5.253
H: 27.976 -3.228 4.223
H: 25.864 -3.682 2.664
H: 25.042 -2.264 2.307
H: 26.787 -2.145 2.218
H: 24.799 -2.297 6.002
H: 24.052 -1.711 4.554
H: 24.458 -3.391 4.661
H: 28.575 1.785 5.541
H: 27.342 2.054 4.315
H: 28.667 0.970 3.977
H: 25.900 0.470 2.813
C: 19.795 5.869 1.803
C: 18.640 4.876 2.025
C: 17.424 5.372 1.256
C: 17.373 4.987 -0.260
C: 17.683 3.509 -0.575
C: 18.951 2.982 0.225
N: 19.037 3.508 1.616
O: 20.118 3.091 2.384
C: 18.845 1.485 0.337
C: 20.278 3.295 -0.575
C: 18.203 4.820 3.523
H: 20.761 5.564 2.207
H: 19.579 6.849 2.229
H: 19.973 6.073 0.747
H: 16.491 4.960 1.641
H: 17.271 6.451 1.268
H: 18.109 5.569 -0.814
H: 16.405 5.358 -0.595
H: 17.840 3.392 -1.648
H: 16.752 2.977 -0.381
H: 17.920 1.164 0.815
H: 18.858 1.032 -0.654
H: 19.753 1.089 0.793
H: 20.502 4.348 -0.748
H: 21.073 3.053 0.131
H: 20.533 2.743 -1.479
H: 19.012 4.397 4.118
H: 17.305 4.215 3.640
H: 17.850 5.799 3.845
H: 19.758 2.511 3.059
C: 23.730 8.229 1.517
C: 22.980 9.574 1.306
C: 22.288 9.476 -0.024
C: 21.216 10.477 -0.374
C: 20.107 10.439 0.739
C: 20.673 10.531 2.203
N: 21.869 9.617 2.342
O: 22.373 9.509 3.689
C: 20.928 12.012 2.392
C: 19.602 10.108 3.218
C: 23.939 10.734 1.325
H: 22.960 7.458 1.524
H: 24.319 8.163 2.431
H: 24.342 8.047 0.633
H: 23.083 9.488 -0.769
H: 21.705 8.562 -0.138
H: 20.908 10.246 -1.394
H: 21.632 11.481 -0.286
H: 19.412 9.601 0.799
H: 19.463 11.314 0.644
H: 20.114 12.645 2.037
H: 21.062 12.229 3.452
H: 21.885 12.358 2.002
H: 18.615 10.523 3.011
H: 19.535 9.020 3.201
H: 19.846 10.248 4.271
H: 23.684 11.600 0.715
H: 24.948 10.455 1.020
H: 24.154 10.995 2.361
H: 22.095 8.604 3.846
C: 19.752 1.367 8.676
C: 19.997 2.818 8.808
O: 21.044 3.281 9.248
C: 19.033 3.699 8.104
H: 20.224 0.755 9.444
H: 19.905 0.977 7.670
H: 18.698 1.266 8.934
H: 18.266 4.102 8.765
H: 18.632 3.076 7.304
H: 19.546 4.509 7.585
C: 17.950 8.990 6.472
C: 18.270 7.863 7.414
O: 18.816 6.857 7.000
C: 17.727 7.946 8.865
H: 18.530 8.802 5.569
H: 18.232 9.980 6.831
H: 16.926 9.110 6.120
H: 18.273 8.736 9.382
H: 17.941 6.994 9.351
H: 16.646 8.073 8.925
C: 22.597 1.159 5.764
C: 21.632 0.737 4.686
O: 20.435 0.867 4.911
C: 22.165 0.148 3.416
H: 23.172 1.991 5.360
H: 23.310 0.404 6.096
H: 22.020 1.415 6.653
H: 23.004 0.606 2.893
H: 21.333 0.155 2.712
H: 22.484 -0.850 3.719
C: 21.132 11.556 6.876
C: 22.486 11.033 6.663
O: 22.827 10.051 7.287
C: 23.381 11.690 5.608
H: 21.010 12.574 6.506
H: 20.852 11.612 7.928
H: 20.408 10.905 6.386
H: 22.904 11.919 4.656
H: 24.144 10.920 5.489
H: 23.992 12.502 6.003
C: 26.670 8.879 6.686
C: 27.448 7.619 6.416
O: 28.624 7.611 6.248
C: 26.711 6.305 6.301
H: 26.558 8.845 7.769
H: 25.676 8.833 6.241
H: 27.211 9.795 6.449
H: 26.335 6.242 5.280
H: 25.870 6.305 6.994
H: 27.465 5.531 6.447
C: 23.989 3.437 2.569
C: 24.165 4.941 2.691
O: 24.376 5.327 1.357
C: 23.811 4.460 0.548
O: 23.534 4.769 -0.576
O: 23.485 3.377 1.240
F: 25.274 5.176 3.433
H: 23.249 3.074 3.283
H: 24.915 2.866 2.631
H: 23.256 5.355 3.127
C: 22.350 6.120 7.629
C: 21.779 5.878 6.224
O: 22.494 4.722 5.890
C: 23.637 4.795 6.421
O: 24.607 4.161 6.006
O: 23.690 5.660 7.407
F: 22.181 6.867 5.383
H: 21.731 5.536 8.310
H: 22.278 7.177 7.883
H: 20.724 5.626 6.119